1.
{"formula": "C6H14O3V", "method": "ωB97M-V/def2-TZVPD", "charge": 1, "spin_multiplicity": 5, "orbital_gap_ev": [7.9, 9.3], "e_above_lowest_kj_mol": 0.00, "symbols": ["H", "C", "H", "O", "C", "H", "H", "O", "C", "H", "O", "C", "H", "C", "H", "H", "H", "H", "V", "H", "C", "H", "H", "H"], "positions_angstrom": [[5.0339, 0.2285, 0.8817], [4.1490, 0.2749, 0.2200], [4.5248, 0.1776, -0.8185], [3.4300, 1.4550, 0.3926], [3.2914, -0.9502, 0.5329], [3.7608, -1.8888, 0.2049], [3.0708, -1.0061, 1.6117], [2.0546, -0.7567, -0.1674], [0.9615, -1.5915, 0.1852], [0.8693, -1.6305, 1.2818], [-0.2366, 0.4406, -0.1044], [-0.2627, -0.9565, -0.4332], [-0.2564, -1.0640, -1.5269], [-3.7659, 1.9269, -0.2853], [-1.1533, 0.8339, -0.1574], [-3.5636, 2.4260, -1.2368], [-1.1721, -1.4187, -0.0322], [-3.6203, 2.5458, 0.6043], [1.6176, 1.1852, -0.0597], [1.1048, -2.6099, -0.2014], [-4.7478, 0.8113, -0.2353], [-4.6340, 0.1221, -1.0829], [-4.6741, 0.2423, 0.7042], [-5.7817, 1.2028, -0.2778]]}

2.
{"formula": "C6H14S2Si2", "method": "ωB97M-V/def2-TZVPD", "smiles": "C[Si](C)(C)[Si]1(C)SC=CS1", "orbital_gap_ev": 8.3, "e_above_lowest_kj_mol": 0.00, "symbols": ["C", "Si", "C", "C", "Si", "C", "S", "C", "C", "S", "H", "H", "H", "H", "H", "H", "H", "H", "H", "H", "H", "H", "H", "H"], "positions_angstrom": [[2.2860, 0.9923, -0.8275], [0.3748, 1.1850, -0.6498], [-0.1053, 0.7832, -2.4887], [-0.1578, 2.8547, -0.0013], [-0.4095, -0.5565, 0.6488], [-1.5621, -0.1230, 2.4896], [1.0450, -1.9763, 1.3805], [0.2430, -3.4533, 0.9005], [-0.8504, -3.4472, 0.1453], [-1.6734, -2.0296, -0.4964], [2.6175, 0.0173, -0.4330], [2.5476, 1.0174, -1.9121], [2.8785, 1.7136, -0.2713], [0.5374, -0.1712, -2.8130], [-1.1171, 0.6244, -2.6693], [0.1130, 1.5596, -3.0860], [-1.2261, 3.0109, 0.0146], [-0.0467, 2.9497, 1.0369], [0.3648, 3.6526, -0.7077], [-0.8187, -0.1918, 3.2001], [-1.8671, 0.9460, 2.6435], [-2.3471, -0.8821, 2.5778], [0.6973, -4.2547, 1.4567], [-1.5235, -4.2211, -0.1382]]}

Number 1: DFT total energy -1406.39054 hartree, F_max 0.045 Eh/bohr. Number 2: DFT total energy -1612.37443 hartree, F_max 0.096 Eh/bohr.